This record from the Open Molecules 2025 dataset describes a single C2H5ClOS molecule at a distorted geometry. The level of theory is ωB97M-V/def2-TZVPD.

Structure (XYZ):
```
10
Properties=species:S:1:pos:R:3:forces:R:3:lowdin_charge:R:1
O 1.82825 1.33024 -0.65133 2.157 0.233 1.397 -0.503
S 0.43378 1.04626 -1.37086 -1.526 -0.584 -0.916 0.811
C -0.71995 0.59770 -0.08172 3.654 -2.802 2.544 -0.472
C -0.44349 -1.10723 0.58243 1.079 4.772 0.852 -0.658
Cl -0.89533 -2.22533 -0.64010 -0.133 -0.631 -0.046 0.551
H 2.48895 0.60432 -0.56901 -1.129 0.306 -0.368 0.068
H -1.64414 0.69614 -0.51883 -2.349 -0.286 -1.059 0.005
H -0.68165 1.26594 0.79095 0.217 -0.155 -0.277 0.062
H 0.67262 -1.17104 0.93270 -2.051 -0.016 -1.091 0.081
H -1.03905 -1.03698 1.52577 0.081 -0.836 -1.036 0.055
```
Forces are in eV/Å.

Calculated values
max |F|: 5.26 eV/A
E_HOMO: -0.3131 Eh
SMILES string: OSCCCl
LUMO energy: 0.5343 eV
HOMO-LUMO gap: 9.053 eV